## one
This record from the OMol25 dataset describes C4H6N2S in the gas phase. The level of theory is ωB97M-V/def2-TZVPD.

As for the HOMO-LUMO gap (alpha / beta): 7.237 / 7.240 eV.

Last column: Löwdin charge in e.
Atoms and positions in Å:
C: 0.28662 0.01807 -0.49385  -0.216
C: -0.68069 -0.75821 0.22872  -0.848
C: 1.58780 1.64457 0.93883  -0.165
C: -1.34537 -1.82540 -0.66089  -0.143
N: 0.98381 1.01429 0.09882  0.068
N: 1.81091 2.77774 1.50768  0.124
S: -1.08350 -0.46535 1.80878  0.593
H: 0.63636 -0.18964 -1.55870  0.124
H: -1.38952 -1.66150 -1.72036  0.047
H: -0.77077 -2.72807 -0.62611  0.057
H: -2.49305 -1.87886 -0.24216  0.124
H: 1.44500 3.66580 1.20572  0.118
H: 2.51894 2.73448 2.23747  0.116

=====

## two
This record from the OMol25 dataset describes C4H6N2S in the gas phase. The level of theory is ωB97M-V/def2-TZVPD.

As for the HOMO-LUMO gap: 7.566 eV.

Last column: Löwdin charge in e.
Atoms and positions in Å:
C: 0.30165 1.74764 0.23616  -0.143
C: 1.02319 0.56938 0.38867  -0.201
C: -1.38819 0.31914 -0.27043  -0.741
C: 0.54556 -1.88593 -0.00927  -0.092
N: -0.96861 1.50711 -0.19244  -0.017
N: 0.37070 -0.51300 0.27782  -0.073
S: -2.56054 -0.67831 -0.62091  0.672
H: 0.68915 2.76457 0.17627  0.095
H: 2.07703 0.46496 0.53794  0.116
H: 0.20221 -2.44976 0.90341  0.105
H: -0.20693 -1.96801 -0.82356  0.057
H: 1.50871 -2.15293 -0.17207  0.044
H: -1.59393 2.27514 -0.43161  0.177

=====

Result of the stability comparison: two is the least stable of them.

=====

## one
This record from the OMol25 dataset describes C22H27N3O6S in the gas phase. The level of theory is ωB97M-V/def2-TZVPD.

Its structure (SMILES) is COc1ccc(S(=O)(=O)N2CCO[C@@H]2CNC(=O)C(=O)NCCCc2ccccc2)cc1. As for the HOMO-LUMO gap: 9.386 eV.

Last column: Löwdin charge in e.
Atoms and positions in Å:
C: -0.83881 -3.89543 1.07288  -0.077
O: -0.40510 -3.31674 -0.13782  -0.100
C: 0.82105 -2.73456 -0.18466  -0.276
C: 1.19764 -2.20839 -1.42476  0.004
C: 2.41442 -1.57752 -1.57007  -0.046
C: 3.26619 -1.48308 -0.48424  -0.275
S: 4.83267 -0.65029 -0.63937  0.703
O: 5.02456 -0.25302 -2.00266  -0.275
O: 5.84377 -1.43260 0.01300  -0.275
N: 4.51546 0.72850 0.27359  -0.159
C: 5.06199 0.80853 1.61345  -0.139
C: 5.89773 2.10808 1.59933  -0.140
O: 5.81907 2.60096 0.27307  -0.056
C: 4.69339 2.02190 -0.33153  -0.342
C: 3.41942 2.87134 -0.10400  -0.079
N: 2.27114 2.25519 -0.70544  0.100
C: 1.43896 1.43484 -0.05469  -0.408
O: 1.45114 1.18129 1.13836  0.068
C: 0.35842 0.88248 -0.98927  -0.424
O: 0.39722 1.07652 -2.19210  0.063
N: -0.58682 0.21297 -0.32681  0.091
C: -1.76267 -0.35583 -0.93844  -0.173
C: -3.04195 0.24743 -0.36055  -0.166
C: -4.28569 -0.36026 -1.01779  -0.163
C: -5.53329 0.24416 -0.43841  -0.247
C: -6.06547 1.41046 -0.97293  -0.046
C: -7.19319 1.99003 -0.41977  -0.086
C: -7.80324 1.41070 0.67973  -0.097
C: -7.27928 0.24977 1.22170  -0.088
C: -6.15110 -0.32732 0.66622  -0.049
C: 2.91225 -2.00556 0.74163  -0.045
C: 1.68805 -2.63068 0.90093  0.002
H: -0.91648 -3.14929 1.86959  0.096
H: -1.82589 -4.30521 0.86435  0.095
H: -0.17394 -4.70277 1.39211  0.098
H: 0.51562 -2.30041 -2.25428  0.129
H: 2.72158 -1.15865 -2.51443  0.121
H: 5.67133 -0.07779 1.79349  0.110
H: 4.24603 0.85678 2.33993  0.121
H: 5.49617 2.84770 2.30278  0.121
H: 6.95193 1.93470 1.82172  0.125
H: 4.88380 1.90451 -1.40347  0.149
H: 3.22534 2.94216 0.96870  0.132
H: 3.57600 3.86805 -0.52110  0.135
H: 2.16226 2.27014 -1.71357  0.148
H: -0.46268 0.14935 0.67601  0.145
H: -1.68866 -0.14202 -2.00733  0.130
H: -1.76209 -1.44084 -0.79450  0.112
H: -3.07808 0.06751 0.71681  0.119
H: -3.03855 1.32767 -0.51835  0.123
H: -4.28421 -1.44032 -0.85699  0.117
H: -4.24684 -0.17499 -2.09269  0.120
H: -5.59371 1.86451 -1.83277  0.113
H: -7.59825 2.89518 -0.84828  0.101
H: -8.68480 1.86115 1.11129  0.099
H: -7.75173 -0.20815 2.07860  0.101
H: -5.74769 -1.23584 1.09137  0.111
H: 3.60185 -1.92674 1.56593  0.119
H: 1.42379 -3.03024 1.86654  0.108

=====

## two
This record from the OMol25 dataset describes a molecular structure, C22H27N3O6S. The level of theory is ωB97M-V/def2-TZVPD.

As for the HOMO-LUMO gap: 7.957 eV.

Last column: Löwdin charge in e.
Atoms and positions in Å:
C: 4.42480 0.21056 0.11661  -0.150
H: 5.46587 0.14523 -0.02699  0.039
H: 4.02772 -0.92132 -0.26228  0.147
C: 3.86443 1.26675 -0.74529  -0.369
C: 2.46448 1.21769 -0.84482  -0.183
H: 2.02167 0.36932 -0.84256  0.026
C: 1.78634 2.43403 -1.71717  -0.613
O: 2.50213 2.73301 -2.48641  0.175
N: 0.49638 2.16136 -1.63606  0.097
C: -0.39400 2.90414 -2.71347  -0.108
C: -1.42453 1.89061 -3.05041  -0.141
O: -0.77444 0.60080 -3.53510  -0.272
C: 0.11078 0.72268 -4.90476  0.074
H: 0.18967 -0.29993 -4.89333  0.051
H: 1.03123 1.15423 -4.47317  0.077
H: -0.40264 1.39980 -5.53449  0.059
H: -1.91805 2.53130 -4.24765  0.202
H: -2.15898 1.80657 -2.50391  0.002
H: -0.99629 3.62201 -2.18430  0.109
H: 0.26668 3.37097 -3.33163  0.078
H: 0.03270 1.48490 -1.07135  0.052
S: 1.83200 1.84536 1.24072  0.956
C: 0.37480 0.68243 1.38569  -0.576
N: -0.17735 0.37179 0.31999  0.103
C: -1.17035 -0.84504 0.40355  -0.025
C: -1.84788 -0.92130 1.55933  -0.141
C: -2.88163 -1.60341 1.49915  -0.084
C: -3.58338 -2.26749 0.64005  -0.241
C: -2.95053 -1.70503 -0.72193  -0.054
C: -1.89676 -0.99191 -0.87047  0.030
H: -1.41829 -0.88454 -1.71136  0.047
O: -3.54838 -2.43810 -1.85475  -0.099
C: -3.17549 -2.12376 -3.07601  -0.180
H: -3.76033 -2.55724 -3.89322  0.096
H: -3.03649 -1.00196 -3.37134  0.124
H: -2.23818 -2.61725 -3.05479  0.085
O: -4.57996 -3.09264 0.44043  -0.026
C: -5.36129 -3.07431 1.80943  0.038
H: -6.09696 -3.90323 1.50851  0.107
H: -4.52868 -3.80576 2.53166  0.182
H: -5.69204 -2.26576 2.21397  0.001
H: -3.31537 -1.67530 2.83676  0.223
C: -1.06511 -0.28016 2.78836  -0.352
O: -1.45243 -0.45448 3.82072  0.176
N: 0.09664 0.39101 2.61155  -0.109
C: 0.60360 0.92321 3.55869  -0.276
C: 1.99929 0.37878 3.68721  -0.309
C: 2.38743 -0.90391 3.40695  -0.003
C: 3.87320 -1.09882 3.87477  0.070
C: 4.26016 0.36459 4.32336  -0.001
O: 3.08793 1.02372 4.19666  -0.028
H: 5.11005 0.69265 4.49478  0.011
H: 4.40672 -1.97179 3.70405  0.036
H: 1.79148 -1.68729 3.19976  0.063
H: 0.69693 2.13014 3.52402  0.166
H: -0.07040 0.84432 4.67746  0.243
H: 4.25454 1.19897 -1.79750  0.145
H: 4.28772 2.32473 -0.25867  0.184
H: 4.16886 0.19404 1.24099  0.067

=====

Result of the stability comparison: two is the least stable of them.

=====

## one
This record from the OMol25 dataset describes 2 unconnected molecules or ions with the total composition C4H10N2S. The level of theory is ωB97M-V/def2-TZVPD.

As for the HOMO-LUMO gap: 8.365 eV.

Last column: Löwdin charge in e.
Atoms and positions in Å:
C: -0.90433 -0.28889 -0.00954  -0.552
C: 1.60001 -0.80369 -1.16975  -0.147
C: 1.64305 0.98947 0.29612  -0.195
C: 1.32318 -0.43935 0.24346  -0.221
N: -1.22808 -0.63976 -1.16619  0.046
N: -3.16095 0.16473 1.26439  -0.353
S: -1.46400 0.60039 1.40181  0.832
H: 2.06738 -1.72553 -1.26770  0.045
H: 0.65444 -0.80217 -1.75322  0.056
H: 2.36375 -0.14022 -1.61345  0.086
H: 2.69322 1.29638 0.36674  0.081
H: 1.21134 1.51815 1.17298  0.055
H: 1.25909 1.44578 -0.63145  0.089
H: 1.36087 -1.00312 1.12928  0.082
H: -2.18158 -0.58936 -1.44571  0.043
H: -3.49006 -0.60916 1.83969  0.022
H: -3.74733 1.02634 1.34253  0.032

=====

## two
This record from the OMol25 dataset describes C4H10N2S in the gas phase. The level of theory is ωB97M-V/def2-TZVPD.

Its structure (SMILES) is [H]/N=C(/N)SC(C)C. As for the HOMO-LUMO gap: 9.589 eV.

Last column: Löwdin charge in e.
Atoms and positions in Å:
H: -0.88751 -1.72727 1.31778  0.004
N: -1.81676 -1.44548 0.96463  0.061
C: -1.54613 -0.14505 0.94257  -0.790
N: -2.56544 0.78593 0.71022  0.106
S: -0.01092 0.50005 1.20099  0.989
C: 1.19246 0.15811 0.06597  -0.788
C: 0.87116 1.21473 -1.12787  -0.126
C: 1.47234 -1.19869 -0.28623  -0.190
H: -2.19410 1.59192 0.69292  -0.038
H: -3.49531 0.62958 0.37672  0.107
H: 2.12014 0.35103 0.63690  0.107
H: 1.32628 2.35012 -1.04226  0.123
H: 1.22394 0.91997 -2.20315  0.083
H: -0.24006 1.09566 -1.19532  0.044
H: 2.32597 -1.39733 -0.95307  0.082
H: 1.71378 -1.89720 0.59659  0.104
H: 0.51017 -1.78609 -0.69740  0.122

=====

## three
This record from the OMol25 dataset describes a molecular structure, C4H10N2S. The level of theory is ωB97M-V/def2-TZVPD.

As for the HOMO-LUMO gap (alpha / beta): 8.773 / 8.774 eV.

Last column: Löwdin charge in e.
Atoms and positions in Å:
C: -0.17303 0.40192 -0.91935  -0.226
C: 0.58583 -0.99629 -0.57348  -0.634
C: -0.18196 -1.65448 0.56777  -0.145
C: -0.19742 1.73511 1.21224  -0.056
N: 1.65399 1.63245 -0.24447  -0.095
N: 0.32591 1.48555 -0.15117  -0.369
S: 2.35230 -0.47130 -0.28410  0.672
H: -0.18065 0.89475 -1.94582  0.135
H: -1.25414 0.36559 -0.62870  0.115
H: 0.54504 -1.63252 -1.49585  0.095
H: -1.25528 -1.45720 0.54731  0.071
H: 0.13602 -1.40051 1.55592  0.059
H: -0.16707 -2.69933 0.34195  0.060
H: -0.16669 1.04251 1.99536  0.044
H: 0.47352 2.60992 1.60764  0.117
H: -1.23104 2.13310 1.15625  0.088
H: 1.88711 1.72959 -1.27666  0.069

=====

## four
This record from the OMol25 dataset describes C4H10N2S in the gas phase. The level of theory is ωB97M-V/def2-TZVPD.

As for the HOMO-LUMO gap (alpha / beta): 9.276 / 5.482 eV.

Last column: Löwdin charge in e.
Atoms and positions in Å:
C: -0.98251 -0.55751 -0.30581  -0.202
C: 0.20762 0.08245 0.56955  -0.874
C: -0.30721 1.52094 0.88720  -0.122
C: 1.51426 -0.04331 -0.17313  -0.123
N: -0.61913 -1.83296 -0.85235  -0.144
N: -0.91642 -2.95890 -0.28393  0.073
S: 0.34784 -0.86618 2.13433  0.619
H: -1.94381 -0.46009 0.19278  0.123
H: -1.24100 0.07404 -1.08557  0.094
H: -1.18762 1.45978 1.59631  0.097
H: -0.56981 2.04128 0.00958  0.050
H: 0.55106 2.16600 1.09734  0.082
H: 2.29720 -0.20949 0.54785  0.057
H: 1.68300 0.85422 -0.60700  0.040
H: 1.58574 -0.83288 -0.90029  0.074
H: -0.12828 -2.07607 -1.68789  0.131
H: -1.43515 -3.01492 0.57286  0.026

=====

Result of the stability comparison: four is the least stable of them.

=====

## one
This record from the OMol25 dataset describes 3 unconnected molecules or ions with the total composition C2H4N2O3. The level of theory is ωB97M-V/def2-TZVPD.

Its structure (SMILES) is C#[N+][O-].C#[N+][O-].O. As for the HOMO-LUMO gap: 10.360 eV.

Last column: Löwdin charge in e.
Atoms and positions in Å:
C: -2.02316 0.68016 0.27398  0.115
N: -1.31838 0.36520 1.14794  -0.239
O: -0.80158 0.28815 2.21753  0.020
H: -2.08873 0.85457 -0.75864  0.061
C: 0.86609 -2.44258 0.21456  0.129
N: 1.62851 -1.92258 -0.47390  -0.240
O: 2.45646 -1.53447 -1.22824  0.026
H: -0.09330 -2.56670 0.71461  0.084
O: 0.17876 1.78491 -0.53893  -0.081
H: 0.96717 2.27832 -0.17531  0.085
H: 0.22814 2.21501 -1.39359  0.039

=====

## two
This record from the OMol25 dataset describes C2H4N2O3 in the gas phase. The level of theory is ωB97M-V/def2-TZVPD.

Its structure (SMILES) is O=[N+]([O-])C/C=N/O. As for the HOMO-LUMO gap: 10.190 eV.

Last column: Löwdin charge in e.
Atoms and positions in Å:
O: -2.08724 1.22498 0.78028  0.114
N: -1.86136 0.21345 0.26897  -0.469
O: -2.54808 -0.76316 0.34290  0.077
C: -0.65209 0.09555 -0.66444  -0.082
C: 0.58522 0.37711 0.06865  -0.071
N: 1.69549 -0.44882 -0.16789  -0.026
O: 2.77914 -0.39113 0.65010  -0.043
H: -0.90037 0.84361 -1.54172  0.171
H: -0.76240 -0.98710 -0.97728  0.143
H: 0.59471 1.07595 0.83102  0.089
H: 3.15698 -1.24043 0.40942  0.096

=====

## three
This record from the OMol25 dataset describes 2 unconnected molecules or ions with the total composition C2H4N2O3. The level of theory is ωB97M-V/def2-TZVPD.

Its structure (SMILES) is O=C=[NH+][O-].NC=O. As for the HOMO-LUMO gap: 9.090 eV.

Last column: Löwdin charge in e.
Atoms and positions in Å:
O: 1.45615 -1.62043 0.51883  0.252
C: 1.41795 -0.65058 -0.10599  -0.189
N: 1.74518 0.49691 -0.58777  -0.052
O: 1.14632 1.39047 0.22944  -0.202
H: 1.88395 0.70520 -1.57716  0.178
N: -1.46587 -0.20560 0.90976  0.137
C: -1.23152 0.06553 -0.38600  -0.473
O: -1.06363 -0.72820 -1.28297  -0.001
H: -1.49186 0.52478 1.58995  0.100
H: -1.42627 -1.16002 1.23257  0.111
H: -0.97040 1.18193 -0.54067  0.140

=====

Result of the stability comparison: one is the least stable of them.

=====

## one
This record from the OMol25 dataset describes C2H2ClNO2 in the gas phase. The level of theory is ωB97M-V/def2-TZVPD.

As for the HOMO-LUMO gap (alpha / beta): 9.271 / 8.934 eV.

Last column: Löwdin charge in e.
Atoms and positions in Å:
C: -0.93575 0.05901 -0.05692  -0.840
C: 0.55518 -0.44938 0.07615  -0.192
N: -1.13564 1.25333 -0.23558  0.216
O: 1.21340 0.66595 0.52882  -0.134
O: 0.86654 1.69776 -0.22404  -0.034
Cl: -2.07362 -1.20728 0.04366  0.724
H: 0.67984 -1.25044 0.80603  0.125
H: 0.83004 -0.76894 -0.93812  0.135

=====

## two
This record from the OMol25 dataset describes 2 unconnected molecules or ions with the total composition C2H2ClNO2. The level of theory is ωB97M-V/def2-TZVPD.

As for the HOMO-LUMO gap (alpha / beta): 4.690 / 4.657 eV.

Last column: Löwdin charge in e.
Atoms and positions in Å:
C: 2.13439 0.27341 -0.04798  0.044
C: 0.80696 0.35194 0.10709  -0.090
N: -0.34831 0.69620 0.05824  -0.027
O: -1.52986 0.85190 0.10687  -0.079
O: -2.89947 -1.95552 -0.18326  -0.762
Cl: -3.48168 -0.54511 0.10969  0.733
H: 2.57956 0.24968 -1.08141  0.081
H: 2.73841 0.07749 0.93078  0.099

=====

Result of the stability comparison: two is the least stable of them.

=====

## one
This record from the OMol25 dataset describes 2 unconnected molecules or ions with the total composition C3H9N4S. The level of theory is ωB97M-V/def2-TZVPD.

As for the net charge: +1. As for the HOMO-LUMO gap: 10.064 eV.

Last column: Löwdin charge in e.
Atoms and positions in Å:
C: 0.82146 1.21884 1.09364  -0.134
C: -0.15265 0.52383 -0.70438  -0.471
C: 0.89618 -1.16511 0.72371  -0.057
N: 0.35645 2.26873 0.61128  0.127
N: 0.58201 0.11655 0.33008  -0.103
N: -0.34495 -0.11643 -1.88904  0.171
N: -0.27391 1.90196 -0.53821  0.065
S: -2.36497 0.25849 0.57593  0.746
H: 1.28280 1.25274 2.06669  0.159
H: 0.91975 -1.38086 1.86502  0.140
H: 0.14004 -1.99338 0.49132  0.128
H: 1.96476 -1.46575 0.41244  0.137
H: 0.04413 -1.05562 -2.00958  0.136
H: -0.94581 0.22044 -2.69845  0.177
H: -1.07576 2.39648 -0.81373  0.134
H: -2.72026 1.35532 0.14822  -0.240
H: -2.10683 -0.11170 -0.73611  -0.116

=====

## two
This record from the OMol25 dataset describes 2 unconnected molecules or ions with the total composition C3H9N4S. The level of theory is ωB97M-V/def2-TZVPD.

As for the net charge: +1. As for the HOMO-LUMO gap: 8.545 eV.

Last column: Löwdin charge in e.
Atoms and positions in Å:
C: -3.81817 -0.36615 -0.04314  -0.012
C: 1.17368 -0.60514 0.00643  -0.830
C: 1.60555 1.73327 -0.75082  -0.039
N: -2.58137 -0.41160 0.07352  -0.196
N: -1.46185 -0.38399 0.03485  0.205
N: 1.03157 -0.22538 1.30353  0.115
N: 1.56092 0.25724 -0.87653  -0.046
S: 1.35978 -2.28408 -0.36255  0.886
H: -4.50283 0.32441 0.37257  0.072
H: -4.14948 -1.39954 -0.06390  0.088
H: 2.49884 2.10372 -1.28720  0.093
H: 0.60957 2.15664 -1.31971  0.154
H: 1.65968 2.15688 0.31673  0.102
H: 1.22742 0.75079 1.59994  0.125
H: 0.48015 -0.72105 1.95597  0.094
H: 1.91320 -0.07808 -1.85221  0.203
H: 1.39335 -3.00792 0.89253  -0.014

=====

Result of the stability comparison: two is the least stable of them.